No. 1
Molecular formula: C24H58ClN6O10P3S2
Method: DFT, ωB97M-V/def2-TZVPD

```
104
C24H58ClN6O10P3S2, DFT ωB97M-V/def2-TZVPD
O -0.0643 0.7833 2.1190
C -0.0929 -0.4217 2.0646
O 0.9497 -1.2032 2.4740
C -1.2255 -1.2444 1.5101
C -2.4539 -0.4530 1.0322
C -2.8459 -0.7963 -0.4097
C -2.2631 0.1956 -1.4331
O -2.6102 -0.2103 -2.7668
S -1.8450 -1.4608 -3.3760
O -1.2614 -1.0273 -4.6070
O -2.6884 -2.6114 -3.4636
C -0.4505 -1.8068 -2.2852
C 0.4826 -2.8171 -2.9668
C 0.5377 -4.1804 -2.2379
C 1.9317 -4.8137 -2.2282
C 2.9557 -4.0547 -1.3709
O 3.9617 -3.3975 -2.1347
C 0.2007 -0.4747 -1.9169
Cl 1.6006 -0.7356 -0.8111
C -0.7736 0.5453 -1.2857
P -0.4266 2.1767 -2.0497
O 1.1546 2.3997 -1.8186
O -1.1943 3.1474 -1.0266
S -0.8351 2.3785 -3.8960
H 1.7292 -0.9037 1.9859
H -0.8217 -1.8408 0.6905
H -1.5268 -1.9546 2.2823
H -2.2889 0.6248 1.1045
H -3.2852 -0.6602 1.7040
H -3.9276 -0.6698 -0.4968
H -2.6573 -1.8397 -0.6591
H -2.8129 1.1198 -1.2461
H -0.8117 -2.2505 -1.3592
H 1.4880 -2.4142 -3.0836
H 0.1126 -3.0303 -3.9686
H -0.1652 -4.8555 -2.7277
H 0.2178 -4.0980 -1.1947
H 2.3150 -4.9944 -3.2329
H 1.8059 -5.7957 -1.7621
H 3.4655 -4.7635 -0.7187
H 2.4563 -3.3379 -0.7146
H 3.6689 -2.5067 -2.3434
H 0.6360 -0.0612 -2.8289
H -0.5094 0.6914 -0.2367
H 1.4737 1.9496 -1.0213
H -0.8979 4.0612 -1.1391
C 6.4366 -3.4956 5.3767
N 5.2927 -3.2402 4.5180
C 4.1116 -3.9380 5.0232
P 5.3667 -3.0728 2.8330
O 4.0420 -2.5484 2.4374
N 6.4162 -1.7795 2.4225
C 7.3553 -1.2114 3.3718
C 5.8227 -0.7310 1.5993
N 6.4975 -4.2901 2.4627
C 7.2397 -4.1395 1.1926
C 5.8421 -5.6206 2.4278
H 6.8337 -4.5149 5.2809
H 6.1253 -3.3582 6.4142
H 7.2461 -2.7990 5.2087
H 4.2218 -5.0303 4.9939
H 3.2321 -3.6672 4.4424
H 3.9244 -3.6505 6.0595
H 6.8631 -0.7589 4.2417
H 7.9454 -0.4379 2.8762
H 8.0757 -1.9572 3.7079
H 5.2191 -0.0251 2.1842
H 5.1912 -1.1536 0.8222
H 6.6216 -0.1731 1.1051
H 6.5843 -3.9871 0.3302
H 7.8214 -5.0471 1.0277
H 7.9394 -3.3128 1.2482
H 5.0858 -5.6951 1.6405
H 5.3651 -5.8352 3.3845
H 6.5907 -6.3948 2.2662
C -5.8275 5.4489 1.0036
N -5.0425 5.9334 -0.1183
C -4.6374 7.3191 0.1047
P -5.3101 5.5083 -1.7421
O -4.1196 5.9994 -2.4675
N -5.1990 3.8118 -1.9390
C -5.2416 2.9006 -0.8130
C -4.2225 3.3558 -2.9283
N -7.0159 5.5337 -1.7633
C -7.6751 4.7280 -2.8122
C -7.5179 6.9223 -1.9036
H -6.8384 5.8763 1.0454
H -5.3145 5.7231 1.9280
H -5.9146 4.3708 1.0140
H -5.4912 8.0088 0.1429
H -3.9666 7.6507 -0.6851
H -4.1010 7.4028 1.0522
H -4.4069 3.0447 -0.1121
H -5.2027 1.8717 -1.1829
H -6.1858 2.9788 -0.2729
H -3.2028 3.3683 -2.5408
H -4.2466 3.9731 -3.8215
H -4.4632 2.3335 -3.2342
H -7.3018 4.9466 -3.8167
H -8.7442 4.9435 -2.7870
H -7.5546 3.6674 -2.6203
H -7.2208 7.3822 -2.8509
H -7.1480 7.5450 -1.0888
H -8.6051 6.9289 -1.8387
```

**LUMO**: 0.445 eV
**Structure (SMILES)**: O=C(O)CCC[C@@H]1OS(=O)(=O)[C@@H](CCCCO)[C@H](Cl)[C@H]1P(O)(O)=S.CN(C)P(=O)(N(C)C)N(C)C.CN(C)P(=O)(N(C)C)N(C)C
**2S+1**: 1
**HOMO-LUMO gap**: 0.327 hartree

***

No. 2
Molecular formula: C24H58EuP2Si4Te
Method: DFT, ωB97M-V/def2-TZVPD

```
90
C24H58EuP2Si4Te, DFT ωB97M-V/def2-TZVPD
P 0.3422 -1.9894 -5.0116
P 0.5626 1.9019 -4.1924
C 0.4349 -0.4183 -5.9266
C 1.3179 0.7147 -5.3817
H -0.5953 -0.0718 -6.1821
H 0.8532 -0.7357 -6.9024
H 2.2340 0.2941 -4.9358
H 1.6318 1.3434 -6.2358
C 0.2865 3.4288 -5.1784
H -0.1527 4.1999 -4.5267
H -0.4313 3.2333 -6.0026
H 1.2228 3.8254 -5.6250
C 1.7705 2.2788 -2.8243
H 2.4241 3.1384 -3.1369
H 2.4597 1.4254 -2.5983
H 1.2512 2.5883 -1.8897
C -0.7267 -3.0936 -5.9794
H -0.9318 -4.0284 -5.4351
H -0.2422 -3.3223 -6.9408
H -1.6904 -2.5936 -6.1479
C 2.0024 -2.7112 -4.9805
H 2.7592 -1.9185 -4.9095
H 2.1502 -3.2673 -5.9213
H 2.1442 -3.4081 -4.1418
Eu 1.9354 -0.0063 -0.3337
C -1.2649 1.2438 -3.8470
C -2.1408 0.3813 -4.6309
C -3.2640 -0.1971 -3.8412
C -2.9632 -1.3877 -2.8697
C -1.8617 -2.2976 -3.0601
C -0.4820 -1.9795 -3.3916
C 0.0384 -0.6924 -2.6492
C -0.8393 0.5294 -2.4763
C 0.3155 -1.9328 0.3602
H -1.8207 2.1762 -3.5850
H -2.4070 0.6555 -5.6740
H -4.0958 -0.5003 -4.4996
H -3.6657 0.6183 -3.1931
H -2.9599 -1.0181 -1.8244
H -3.8712 -2.0178 -2.9308
H -2.0565 -3.3482 -2.7952
H 0.1031 -2.8328 -2.9431
H 1.0309 -0.4019 -3.0658
H 0.1772 -1.1301 -1.6324
H -1.7182 0.3248 -1.8540
H -0.3033 1.2633 -1.8248
H 0.2385 -2.0611 1.4517
H 0.6758 -2.8869 -0.0864
H -0.7133 -1.7664 -0.0269
C -3.2508 0.1858 3.9280
Si -1.6718 -0.7572 4.3691
C -1.6600 -1.0418 6.2379
C -1.6779 -2.4104 3.4716
Si 0.1537 0.5697 3.5393
Te -0.2213 1.6225 1.2772
Si 0.1338 2.4180 5.0882
C 0.2964 1.9631 6.9165
C 1.5807 3.5339 4.6241
C -1.4817 3.3691 4.8685
Si 2.2744 -0.4101 3.5047
C 2.7982 -0.3369 5.3258
C 2.4421 -2.1810 2.9104
C 3.4344 0.6713 2.4796
H -4.0856 -0.5248 3.8288
H -3.1353 0.7117 2.9719
H -3.5199 0.9203 4.6984
H -2.3041 -1.9015 6.4819
H -0.6564 -1.2646 6.6236
H -2.0553 -0.1799 6.7922
H -1.6894 -2.2892 2.3808
H -0.8140 -3.0330 3.7414
H -2.5855 -2.9674 3.7524
H 1.2024 1.3844 7.1384
H 0.3591 2.9025 7.4885
H -0.5686 1.4054 7.2970
H 1.5835 3.7562 3.5496
H 1.4810 4.4864 5.1672
H 2.5518 3.0946 4.8886
H -1.6983 3.5397 3.8068
H -2.3372 2.8469 5.3157
H -1.3896 4.3498 5.3600
H 2.0012 -0.6699 6.0040
H 3.6650 -0.9961 5.4920
H 3.0902 0.6803 5.6275
H 2.2153 -2.3032 1.8405
H 3.4760 -2.5381 3.0597
H 1.7678 -2.8616 3.4502
H 4.1516 0.0610 1.9089
H 2.9468 1.4090 1.8188
H 4.0334 1.2355 3.2044
```

**⟨S²⟩**: 15.76
**LUMO (alpha / beta)**: -1.077 / -1.060 eV
**2S+1**: 8
**HOMO-LUMO gap (alpha / beta)**: 0.118 / 0.119 hartree

***

No. 3
Molecular formula: C24H58N4O12P3
Method: DFT, ωB97M-V/def2-TZVPD

```
101
C24H58N4O12P3, DFT ωB97M-V/def2-TZVPD
C -3.1679 -6.7591 2.0567
C -4.1784 -5.6605 1.3028
C -3.4866 -4.1865 1.4950
C -3.3034 -3.3267 0.0974
O -4.1976 -2.1660 -0.0274
C -3.4641 -0.8883 0.2249
C -4.4709 0.4177 0.0380
N -4.8379 0.4843 -1.4190
C -4.3834 1.8327 -2.0043
C -6.3221 0.4398 -1.6843
C -6.8941 -0.9795 -2.3593
O -7.2028 1.4281 -1.4174
N -5.6080 0.2113 1.0072
C -5.1156 0.0847 2.4650
C -3.4925 -0.0484 2.6077
O -3.0212 -0.5251 3.9304
C -3.5491 0.2826 5.0353
C -3.0952 1.8773 4.9944
N -4.2655 2.8229 4.8015
C -3.9327 3.7540 3.6448
C -2.8346 4.9165 4.0269
C -1.4196 4.8184 3.1889
O -3.4446 6.2235 3.6610
N -2.8462 -1.0050 1.5950
P -1.1115 -0.5000 1.6011
C -0.7856 0.9459 0.3967
C 0.0502 -1.9360 1.1166
H -3.4643 -7.8686 1.8066
H -3.1775 -6.5190 3.2199
H -2.0893 -6.5102 1.6487
H -5.2157 -5.7151 1.8878
H -4.3417 -5.9565 0.1801
H -2.3966 -4.3618 1.9474
H -4.0819 -3.5929 2.3376
H -2.1986 -3.0121 -0.1351
H -3.6146 -4.0767 -0.7773
H -2.6779 -0.8087 -0.6629
H -3.9277 1.4487 0.2964
H -4.9687 1.9757 -3.0316
H -3.2245 1.8494 -2.2557
H -4.6896 2.7510 -1.3360
H -6.3926 -1.8510 -1.7157
H -6.4196 -1.1030 -3.4470
H -8.0619 -1.0509 -2.3527
H -6.3011 1.0186 1.0410
H -6.1584 -0.6868 0.8517
H -5.7068 -0.7724 3.0491
H -5.4228 1.0900 3.0312
H -3.0311 1.0210 2.3450
H -4.7202 0.1441 5.2221
H -3.0446 -0.1506 6.0270
H -2.2575 1.9812 4.1675
H -2.5499 2.1378 6.0231
H -4.3188 3.3576 5.7175
H -4.9620 4.2827 3.3543
H -3.5565 3.1850 2.6789
H -2.5995 4.9642 5.1882
H -1.5407 4.9471 2.0280
H -0.8509 3.8017 3.3578
H -0.6691 5.6750 3.5337
H -2.7728 6.6711 3.0644
H -1.7633 1.4711 -0.0087
H -0.0502 1.7668 0.7950
H -0.2702 0.4657 -0.5671
H 1.1550 -1.5917 1.3895
H 0.0620 -2.0880 -0.0637
H -0.2662 -2.8968 1.7084
C 4.4885 0.4394 -2.4805
O 3.5061 -0.1488 -1.6604
P 3.2900 -1.8645 -1.7081
O 1.8282 -1.6957 -1.2856
O 4.1933 -2.0355 -0.3362
C 5.5110 -1.5506 -0.2820
O 3.0740 -3.5804 -1.7558
C 3.5441 -4.1646 -2.9516
H 4.0667 1.3352 -2.9426
H 5.3326 0.7507 -1.8671
H 4.8245 -0.2483 -3.2584
H 5.5076 -0.5417 0.1454
H 5.9824 -1.5335 -1.2719
H 6.1120 -2.1904 0.3721
H 4.6171 -3.9804 -3.0581
H 3.0083 -3.7463 -3.8069
H 3.3690 -5.2429 -2.9123
C 9.6889 4.0891 -4.8217
O 8.7066 3.5009 -4.0016
P 8.4905 1.7852 -4.0493
O 7.0287 1.9540 -3.6268
O 9.3938 1.6142 -2.6773
C 10.7115 2.0991 -2.6232
O 8.2745 0.0693 -4.0970
C 8.7446 -0.5149 -5.2928
H 9.2672 4.9849 -5.2838
H 10.5331 4.4004 -4.2083
H 10.0250 3.4014 -5.5996
H 10.7081 3.1080 -2.1958
H 11.1829 2.1162 -3.6130
H 11.3125 1.4593 -1.9691
H 9.8176 -0.3307 -5.3993
H 8.2088 -0.0966 -6.1481
H 8.5695 -1.5932 -5.2534
```

**LUMO**: -4.452 eV
**Net charge**: +1
**2S+1**: 1
**HOMO-LUMO gap**: 0.198 hartree

***

No. 4
Molecular formula: C24H58NbO7S
Method: DFT, ωB97M-V/def2-TZVPD

```
91
C24H58NbO7S, DFT ωB97M-V/def2-TZVPD
C 3.9013 4.6893 0.0328
C 3.5519 4.8271 -1.4934
C 2.1162 5.3940 -1.7813
C 1.2920 4.5620 -2.8103
C 1.0796 3.0435 -2.3960
Nb -0.0184 2.7990 -0.3922
C 0.6656 0.6141 -0.2666
C 1.2088 -0.0213 -1.5882
C 1.4038 -1.5880 -1.4273
C 2.8952 -1.9365 -1.0264
C 2.9934 -2.8419 0.2547
O 3.8551 -2.3534 1.2677
C 3.3409 -1.1861 1.8935
C 2.0601 -1.4112 2.7612
O -0.8348 2.5492 1.5487
C 0.0193 3.0916 2.5621
C -0.3855 2.7127 4.0269
C -1.1338 1.3479 4.1425
O 0.8495 2.5920 4.7781
S -2.2140 2.1963 -1.5155
C -2.0771 1.4842 -3.1980
O -3.0124 3.4760 -1.6403
O -2.8887 1.1855 -0.6011
H 4.8821 5.1306 0.2937
H 3.1251 5.1921 0.6509
H 3.8773 3.6272 0.3582
H 3.7705 3.8873 -2.0445
H 4.2837 5.5648 -1.8989
H 2.2527 6.4043 -2.2307
H 1.5831 5.5605 -0.8241
H 1.9185 4.5316 -3.7388
H 0.3317 5.0438 -3.0896
H 0.6002 2.4710 -3.2172
H 2.1042 2.6145 -2.2862
H -0.5349 4.5663 -0.4527
H 1.5305 3.4145 0.3706
H -0.1948 0.0310 0.1329
H 1.4763 0.6072 0.5049
H 0.5594 0.1397 -2.4699
H 2.2191 0.3848 -1.7943
H 0.6903 -1.9741 -0.6658
H 1.1738 -2.1261 -2.3749
H 3.5042 -1.0235 -0.8874
H 3.3424 -2.4935 -1.8799
H 1.9604 -3.0655 0.5878
H 3.4263 -3.8153 -0.0663
H 3.2266 -0.3497 1.1661
H 4.1360 -0.8441 2.5926
H 2.3863 -1.7754 3.7572
H 1.3652 -2.1696 2.3598
H 1.5165 -0.4464 2.8313
H -0.0448 4.2034 2.4683
H 1.0893 2.8167 2.4468
H -0.9980 3.4873 4.5271
H -0.8549 0.9027 5.1254
H -2.2320 1.5024 4.1798
H -0.8683 0.6120 3.3616
H 1.1886 1.7344 4.5148
H -1.6154 0.4814 -3.2279
H -1.5556 2.1783 -3.8843
H -3.1143 1.3821 -3.5872
C 1.7256 -9.6538 -0.1556
C 1.4351 -8.1708 -0.3154
O 2.2076 -7.3440 0.5364
C 3.6139 -7.4203 0.3758
C 4.0912 -7.0432 -1.0158
H 1.5600 -9.9653 0.8781
H 1.0750 -10.2399 -0.8076
H 2.7584 -9.8974 -0.4096
H 0.3922 -7.9839 -0.0559
H 1.5552 -7.8589 -1.3582
H 3.9734 -8.4166 0.6565
H 4.0411 -6.7238 1.0993
H 3.6970 -7.7149 -1.7804
H 5.1807 -7.0818 -1.0661
H 3.7656 -6.0322 -1.2687
C -8.7998 2.3096 -1.1576
C -8.6819 1.9536 0.3150
O -7.8630 0.8283 0.5637
C -6.5065 0.9366 0.1382
C -5.7486 2.0796 0.7847
H -9.1900 1.4611 -1.7248
H -9.4726 3.1600 -1.2898
H -7.8353 2.5774 -1.5902
H -9.6725 1.7005 0.6992
H -8.3336 2.8129 0.8974
H -6.4586 1.0054 -0.9535
H -6.0267 -0.0053 0.4082
H -6.1837 3.0507 0.5395
H -4.7120 2.0806 0.4431
H -5.7625 1.9809 1.8734
```

**LUMO**: 1.693 eV
**Net charge**: -1
**2S+1**: 1
**HOMO-LUMO gap**: 0.247 hartree

***

No. 5
Molecular formula: C24H58P2PtSi4Te
Method: DFT, ωB97M-V/def2-TZVPD

```
90
C24H58P2PtSi4Te, DFT ωB97M-V/def2-TZVPD
P -0.3874 -2.3962 -4.2176
P 1.6468 -0.7638 -4.9073
C -0.1877 -2.5200 -6.0328
C 1.0694 -1.6893 -6.4360
H -1.1163 -2.1339 -6.4856
H -0.0893 -3.5887 -6.2805
H 1.8695 -2.3431 -6.8013
H 0.8357 -0.9702 -7.2323
C 0.1758 0.3112 -4.7115
H 0.2270 0.8381 -3.7495
H -0.7427 -0.3323 -4.6913
H 0.1410 1.0693 -5.5108
C 3.0516 0.3327 -4.5000
H 3.4023 0.9113 -5.3629
H 3.8733 -0.2913 -4.1221
H 2.7291 1.0129 -3.6975
C -1.8628 -2.8442 -3.2871
H -1.6237 -3.1761 -2.2646
H -2.4293 -3.6345 -3.8050
H -2.4512 -1.9157 -3.2471
C 2.4920 -3.9245 -4.5409
H 3.2793 -3.4985 -5.1807
H 1.7094 -4.4430 -5.1078
H 2.8957 -4.5889 -3.7677
Pt 1.5859 -2.3366 -3.4391
C -1.8437 4.8381 -2.7173
C -2.4606 4.0767 -3.6318
C -2.7573 2.6079 -3.5502
C -2.7219 1.9696 -2.1466
C -1.3899 1.3861 -1.7715
C -0.1997 2.0138 -1.6987
C 0.0315 3.4837 -1.6838
C -1.2099 4.3816 -1.4343
C 1.6750 -3.3687 -1.6676
H -1.7290 5.9124 -2.9138
H -2.7726 4.5371 -4.5761
H -2.0731 2.0485 -4.2129
H -3.7714 2.4551 -3.9466
H -3.1275 2.6882 -1.4235
H -3.4378 1.1328 -2.1770
H -1.3925 0.3097 -1.5520
H 0.7177 1.4172 -1.5699
H 0.5067 3.8039 -2.6265
H 0.7673 3.7003 -0.8938
H -1.9169 3.8950 -0.7521
H -0.8420 5.2893 -0.9306
H 2.2542 -2.7376 -0.9829
H 2.1564 -4.3357 -1.8649
H 0.6592 -3.5016 -1.2767
C 3.5576 0.1984 3.4999
Si 2.0574 1.0752 4.2303
C 2.0965 1.0044 6.1104
C 2.0196 2.8583 3.6455
Si 0.1168 0.0398 3.4387
Te 0.1879 -0.9785 1.2498
Si 0.1329 -2.3829 3.5410
C 0.1200 -2.2611 5.4646
C -1.4169 -3.3725 3.1280
C 1.6904 -3.3836 3.1915
Si -1.8377 1.0715 4.2211
C -1.9402 0.9036 6.0979
C -1.7707 2.8806 3.7299
C -3.3227 0.2389 3.4169
H 4.3592 0.9436 3.3793
H 3.3397 -0.2403 2.5163
H 3.9190 -0.5982 4.1658
H 3.0811 1.3735 6.4346
H 1.3302 1.6509 6.5578
H 1.9676 -0.0093 6.5095
H 1.6577 2.9430 2.6128
H 1.3854 3.4855 4.2843
H 3.0460 3.2504 3.6813
H -0.6778 -1.6286 5.8762
H -0.0467 -3.2887 5.8244
H 1.0796 -1.9138 5.8703
H -1.6395 -3.4018 2.0549
H -1.2554 -4.4053 3.4717
H -2.2994 -2.9793 3.6514
H 1.8921 -3.5153 2.1228
H 2.5775 -2.9321 3.6547
H 1.5529 -4.3798 3.6370
H -0.9761 1.0651 6.5995
H -2.6458 1.6675 6.4602
H -2.3275 -0.0818 6.3933
H -1.4389 3.0081 2.6914
H -2.7844 3.2967 3.8181
H -1.1000 3.4589 4.3772
H -3.0942 -0.1147 2.4021
H -3.6751 -0.6148 4.0129
H -4.1338 0.9807 3.3548
```

**⟨S²⟩**: 6.02
**LUMO (alpha / beta)**: -5.795 / -8.130 eV
**Net charge**: +2
**Relative energy (zero: lowest compared OMol25 entry of this formula, charge and spin)**: 58.5 kcal/mol
**2S+1**: 5
**HOMO-LUMO gap (alpha / beta)**: 0.231 / 0.182 hartree